Formula: C4H11NS
Source: the Open Molecules 2025 dataset
Level of theory: the ωB97M-V functional and the def2-TZVPD basis

```
17
Properties=species:S:1:pos:R:3:lowdin_charge:R:1
S 0.6878 -0.0243 -2.7496 0.709
N 0.6381 0.4240 -1.0903 -0.470
C -1.5618 1.2984 -0.3354 -0.091
C 1.1152 -1.2953 1.2505 -0.152
C -0.5734 0.1596 -0.3690 -0.428
C 0.0261 -0.2630 1.3166 -0.162
H -1.8087 1.5784 -1.3626 0.073
H 1.9623 -0.9226 0.6811 0.059
H 0.9307 1.3904 -0.9858 0.066
H 1.4529 -1.5313 2.2606 0.067
H -1.1387 2.1684 0.1690 0.076
H 0.3602 0.6799 1.7351 0.081
H 0.7558 -2.2116 0.7881 0.070
H -1.0112 -0.7662 -0.7385 0.107
H 1.5057 -1.0744 -2.5717 -0.160
H -0.8633 -0.6157 1.8292 0.080
H -2.4777 1.0055 0.1726 0.075
```

For the HOMO energy, the calculation gives -8.794 eV. The gap between HOMO and LUMO is 9.77 eV. As for the structure (SMILES): CC[C@@H](C)NS. The energy above the lowest of the compared OMol25 structures with the same formula, charge and spin comes out at 26.70 kcal/mol.

***

Formula: C4H4OS
Source: the Open Molecules 2025 dataset
Level of theory: the ωB97M-V functional and the def2-TZVPD basis

```
10
Properties=species:S:1:pos:R:3:lowdin_charge:R:1
S 1.2466 -1.1496 -0.0406 0.949
O 2.8203 0.9286 -0.0096 -0.040
C -0.4825 -1.1410 -0.1374 -0.463
C -1.2643 -0.0019 -0.1493 -0.349
C 1.6477 0.4642 -0.3027 -0.485
C -0.9317 1.2972 -0.2214 0.125
H 3.4647 0.3185 0.3953 0.108
H -2.2984 -0.2103 -0.4213 0.104
H -0.3971 1.9240 0.4642 0.003
H -0.8996 -2.1066 -0.3683 0.047
```

For the HOMO energy (alpha / beta), the calculation gives -7.829 / -7.545 eV. The gap between HOMO and LUMO (alpha / beta) is 7.27 / 7.40 eV. The energy above the lowest of the compared OMol25 structures with the same formula, charge and spin comes out at 143.75 kcal/mol.

***

Formula: C2H2F3NO
Source: the Open Molecules 2025 dataset
Level of theory: the ωB97M-V functional and the def2-TZVPD basis

```
9
Properties=species:S:1:pos:R:3:lowdin_charge:R:1
F 0.9252 1.0234 1.2902 0.073
F 1.3989 1.3375 -0.8721 0.065
F 2.7145 -1.0009 -0.0297 0.000
O -1.4465 -0.2641 0.4193 0.143
N 1.3773 -0.8020 -0.2435 0.070
C -0.6978 0.3606 -0.2353 -0.152
C 0.8187 0.4319 0.0243 -0.483
H 0.8872 -1.6617 0.0483 0.169
H -1.0222 0.7314 -1.1509 0.116
```

For the HOMO energy, the calculation gives -11.078 eV. The gap between HOMO and LUMO is 10.98 eV. As for the structure (SMILES): O=CC(F)(F)NF. The energy above the lowest of the compared OMol25 structures with the same formula, charge and spin comes out at 85.17 kcal/mol.

***

Formula: C4H9N3O
Source: the Open Molecules 2025 dataset
Level of theory: the ωB97M-V functional and the def2-TZVPD basis

```
17
Properties=species:S:1:pos:R:3:lowdin_charge:R:1
O -2.1891 1.6065 0.4631 -0.080
N 2.8053 -0.6109 0.8823 0.012
N -0.0131 -0.4657 -1.3403 0.021
N 1.9730 -0.5013 -0.2761 -0.070
C -0.2245 0.3932 0.8226 -0.054
C -1.5985 0.2887 0.2081 -0.298
C -1.3807 -0.1379 -1.3266 -0.160
C 0.6334 -0.2627 -0.2353 -0.351
H -2.0662 -0.9670 -1.5351 0.106
H 2.2637 -0.7392 -1.2337 0.140
H 0.0726 -0.1185 1.7519 0.123
H 3.7835 -0.2000 0.6929 0.113
H -2.2942 -0.2724 0.7552 0.114
H -0.1384 1.4415 0.9372 0.108
H 2.9109 -1.6126 1.0283 0.068
H -3.1558 1.4646 0.4509 0.092
H -1.3817 0.6938 -2.0453 0.117
```

For the HOMO energy, the calculation gives -8.267 eV. The gap between HOMO and LUMO is 9.20 eV. As for the structure (SMILES): NNC1=NC[C@H](O)C1. The energy above the lowest of the compared OMol25 structures with the same formula, charge and spin comes out at 68.76 kcal/mol.

***

Formula: H39O19
Source: the Open Molecules 2025 dataset
Level of theory: the ωB97M-V functional and the def2-TZVPD basis

```
58
Properties=species:S:1:pos:R:3:lowdin_charge:R:1
O -3.2846 -0.5652 -0.2067 -0.042
O -0.3000 -2.7592 -0.1295 -0.040
O 2.3995 -3.0058 -1.2450 -0.046
O -0.3542 2.9738 2.4509 0.190
O 3.4671 -1.2414 1.3366 -0.012
O 2.9928 1.8536 -0.6681 -0.039
O -1.4026 0.2191 -3.8632 -0.094
O 2.8111 -0.6147 -2.5962 -0.014
O 0.7314 3.5536 0.2416 -0.026
O -2.0542 1.2331 1.5914 -0.060
O -0.0568 0.0277 -0.0172 -0.035
O 1.8820 -3.8152 1.1918 -0.057
O -1.5296 -1.2848 -1.8578 -0.114
O -0.1108 -3.4200 2.9423 -0.037
O -3.8664 2.5505 0.3851 -0.054
O -1.3566 -0.9088 3.7395 -0.032
O -2.8272 1.7567 -2.1586 -0.046
O 0.9742 1.3217 -3.2698 -0.061
O 2.0318 2.1070 2.3134 -0.041
H -3.0635 2.9649 0.0506 0.035
H 2.9116 1.9943 2.6863 0.080
H 1.1407 -4.3517 0.9338 0.028
H 0.5896 2.9127 -0.4563 0.054
H -2.6695 1.4823 2.2838 0.087
H 0.3799 3.5543 2.0650 0.150
H 0.1150 2.2015 2.8363 0.130
H 0.5153 4.4637 0.0331 0.083
H -2.5619 1.5894 -3.0652 0.023
H -4.0786 -0.6544 0.3210 0.076
H 2.5829 -2.5486 -0.4221 -0.002
H 3.5073 1.9285 -1.4777 0.063
H 2.5252 1.0237 -0.7871 0.002
H -0.9277 -0.7188 -1.3440 -0.005
H 3.0282 -0.4404 1.0648 0.008
H -3.0076 -1.3878 -0.6215 0.046
H 0.7619 2.2496 -3.3717 0.053
H -0.9310 2.4753 1.8050 0.095
H -0.6406 -2.8833 0.7643 0.065
H -1.6554 -0.6614 -3.4602 0.062
H 0.5780 -0.6375 -0.3068 0.041
H 3.1668 -3.4678 -1.5586 0.060
H 2.6927 0.2179 -2.8956 -0.065
H -1.7998 -0.2420 3.1978 0.015
H 1.6872 -2.9066 1.4032 0.000
H -4.0360 2.0101 -0.4054 0.028
H 1.9396 -1.0119 -2.5382 0.022
H 0.1613 0.7697 -3.3213 0.002
H -0.2663 -4.1875 3.4790 0.055
H 4.4130 -1.2603 1.2141 0.064
H -2.4684 1.0284 0.7469 0.018
H -1.0950 -2.0744 -1.3978 0.055
H -2.5337 0.9522 -1.7187 -0.005
H 0.3629 -3.3962 -0.4268 0.056
H 2.1527 2.0011 1.3545 0.018
H -0.7674 -0.1576 -4.4943 0.079
H -0.8034 -0.5132 0.2708 0.022
H -0.5847 -0.4520 4.0922 0.058
H -0.4818 -2.5815 3.2401 0.001
```

For the HOMO energy, the calculation gives -12.774 eV. The gap between HOMO and LUMO is 9.69 eV. The energy above the lowest of the compared OMol25 structures with the same formula, charge and spin comes out at 53.02 kcal/mol. Its net charge is +1.

***

Q: Which value of energy above the lowest of the compared OMol25 structures with the same formula, charge and spin does entry 3 give?
A: 85.17 kcal/mol

***

Q: What is the energy above the lowest of the compared OMol25 structures with the same formula, charge and spin in the first record?
A: 26.70 kcal/mol

***

Q: Look up the energy above the lowest of the compared OMol25 structures with the same formula, charge and spin of the third one.
A: 85.17 kcal/mol